DFT (ωB97M-V/def2-TZVPD) results for 2 unconnected molecules or ions with the total composition C19H20O3.

```
42
Properties=species:S:1:pos:R:3:forces:R:3:nbo_charge:R:1
C 3.331 0.033 3.039 0.1 0.4 0.1 -0.623
C 2.268 -0.976 2.712 0.1 0.1 0.0 -0.073
O 1.008 -0.267 2.683 0.8 -0.4 0.1 -0.553
C -0.025 -1.141 2.452 -0.8 -0.7 -0.5 0.726
C -1.311 -0.477 2.489 0.7 0.2 0.2 -0.491
C -2.506 -1.222 2.339 -0.3 -0.7 -0.5 0.469
C -3.841 -0.483 2.435 -0.2 -0.2 -0.1 -0.695
O -2.515 -2.442 2.131 -0.6 0.7 0.2 -0.585
O 0.195 -2.325 2.245 0.1 0.9 0.3 -0.606
H 4.319 -0.419 3.078 0.0 -0.2 0.0 0.212
H 3.356 0.822 2.286 0.0 0.0 0.0 0.198
H 3.136 0.481 4.016 0.0 0.1 0.0 0.200
H 2.463 -1.445 1.739 -0.2 0.1 0.3 0.189
H 2.238 -1.768 3.472 -0.1 0.2 -0.3 0.192
H -1.337 0.592 2.658 0.0 -0.2 0.4 0.172
H -3.758 0.589 2.651 0.1 -0.2 0.0 0.185
H -4.377 -0.622 1.486 0.1 0.1 0.2 0.222
H -4.449 -0.967 3.211 0.2 0.2 -0.1 0.227
C -0.696 2.883 2.687 -0.1 0.5 0.1 0.062
C 0.295 3.110 1.686 0.8 -0.3 -0.9 -0.172
C 1.654 3.288 2.099 -0.5 -0.4 0.0 -0.116
C 2.679 3.427 1.172 0.0 0.0 -0.1 -0.227
C 2.398 3.440 -0.205 -0.3 0.2 0.6 -0.148
C 1.065 3.327 -0.627 0.0 -0.2 0.1 -0.237
C 0.037 3.095 0.286 0.3 0.2 0.3 -0.078
C -2.060 3.290 2.720 -0.7 0.1 0.2 -0.068
C -2.722 3.288 3.990 0.3 -0.4 -0.4 -0.147
C -4.085 3.524 4.092 -0.2 0.1 -0.1 -0.216
C -4.859 3.727 2.937 0.6 -0.1 0.2 -0.134
C -4.218 3.801 1.691 0.2 0.1 0.0 -0.219
C -2.835 3.685 1.588 -0.1 -0.2 0.3 -0.150
H -0.309 2.476 3.625 -0.1 0.2 -0.1 0.229
H 1.863 3.282 3.174 0.0 0.0 -0.5 0.223
H 3.711 3.500 1.522 -0.4 0.0 -0.1 0.230
H 3.212 3.538 -0.928 -0.4 0.0 0.2 0.228
H 0.833 3.380 -1.689 0.1 -0.2 0.2 0.226
H -0.960 2.825 -0.065 0.5 0.1 0.0 0.210
H -2.111 3.096 4.879 -0.4 0.0 -0.3 0.226
H -4.557 3.526 5.077 0.1 0.0 -0.3 0.230
H -5.942 3.865 3.017 0.4 -0.1 -0.1 0.230
H -4.812 3.949 0.791 0.2 0.2 0.2 0.230
H -2.342 3.879 0.639 -0.3 -0.2 0.2 0.222
```
Forces are in eV/Å.

## Properties
- LUMO energy (eV) = -3.2
- energy above the lowest of the compared OMol25 structures with the same formula, charge and spin (eV) = 0.075
- HOMO level (eV) = -6.5
- charge = 0
- orbital gap (eV) = 3.29

DFT (ωB97M-V/def2-TZVPD) results for 3 unconnected molecules or ions with the total composition C36H59Br2IN6O3P.

```
108
Properties=species:S:1:pos:R:3:forces:R:3:lowdin_spin:R:1
C -4.937 0.496 2.615 0.0 -0.1 0.4 0.000
C -3.602 0.388 1.974 -0.1 0.0 -0.1 0.000
Br -2.431 1.788 2.458 0.2 0.2 0.0 0.000
C -3.178 -0.535 1.108 -0.4 0.2 0.2 0.000
Br -4.375 -1.863 0.494 -0.1 -0.2 0.1 0.000
C -1.824 -0.612 0.591 0.3 -0.3 -0.1 0.000
C -0.679 -0.884 1.266 -0.1 0.0 0.0 0.000
P -0.131 -1.285 2.937 1.0 -0.1 0.3 0.000
N 1.425 -1.115 2.954 -0.4 -0.2 -0.3 0.000
N 0.331 -0.802 0.349 0.3 0.1 -0.4 0.000
C -0.132 -0.508 -0.864 -0.3 -0.1 0.5 0.000
C 0.791 -0.398 -2.027 0.1 0.1 -0.2 0.000
C 0.357 0.438 -3.230 0.1 0.4 0.3 0.000
C 1.349 0.365 -4.374 0.1 0.0 -1.1 0.000
O 0.965 0.108 -5.494 0.2 -0.2 0.7 0.000
N 2.697 0.606 -4.085 -0.4 0.0 0.6 0.000
C 3.618 -0.479 -4.255 0.2 0.3 -0.6 0.000
C 4.168 -1.123 -3.159 0.0 0.0 0.2 0.000
C 5.059 -2.164 -3.344 0.0 -0.2 0.0 0.000
C 5.404 -2.568 -4.624 0.0 0.1 0.1 0.000
C 4.860 -1.912 -5.716 0.1 -0.2 0.0 0.000
C 3.971 -0.868 -5.537 0.0 0.0 -0.2 0.000
N -1.469 -0.403 -0.737 0.3 0.4 -0.2 0.000
C -2.454 -0.133 -1.785 -0.1 0.0 0.1 0.000
C -2.738 -1.282 -2.778 -0.2 0.2 -0.1 0.000
C -4.232 -1.376 -3.123 0.0 0.0 -0.1 0.000
I -1.938 -3.168 -2.165 0.1 -0.1 -0.1 0.000
H -4.802 0.800 3.652 0.0 0.1 0.0 0.000
H -5.550 1.266 2.148 0.0 0.0 -0.1 0.000
H -5.472 -0.448 2.619 -0.1 0.0 -0.2 0.000
H -0.625 -2.573 3.185 -0.4 0.1 0.1 0.000
H -0.849 -0.411 3.758 -0.3 -0.1 0.0 0.000
H 1.927 -1.951 3.223 0.1 0.1 0.1 0.000
H 1.300 -0.952 0.622 0.0 0.1 0.1 0.000
H 1.699 0.048 -1.620 0.1 -0.2 0.0 0.000
H 1.044 -1.412 -2.342 0.0 -0.1 0.0 0.000
H -0.585 0.113 -3.646 -0.1 0.0 -0.1 0.000
H 0.283 1.488 -2.933 -0.2 0.0 0.0 0.000
H 2.848 1.113 -3.224 0.0 -0.2 0.1 0.000
H 3.940 -0.811 -2.146 -0.1 0.1 0.0 0.000
H 5.488 -2.653 -2.482 0.1 0.0 0.0 0.000
H 6.115 -3.371 -4.753 0.0 -0.1 -0.1 0.000
H 5.146 -2.210 -6.714 0.0 0.0 -0.1 0.000
H 3.558 -0.358 -6.393 -0.1 0.1 0.0 0.000
H -2.156 0.759 -2.331 0.1 0.0 0.0 0.000
H -3.362 0.127 -1.251 -0.1 0.0 0.0 0.000
H -2.206 -1.066 -3.696 0.2 -0.2 0.0 0.000
H -4.635 -2.366 -2.942 0.0 -0.1 0.0 0.000
H -4.388 -1.146 -4.174 0.0 0.0 -0.1 0.000
H -4.819 -0.668 -2.544 0.0 0.0 0.1 0.000
C -9.580 4.688 5.003 0.0 -0.1 0.1 0.003
C -9.266 3.749 3.824 0.1 0.7 0.4 0.027
C -10.541 3.418 3.047 -0.2 -0.2 -0.1 0.017
C -11.477 2.465 3.788 0.1 0.0 0.1 0.001
C -10.737 1.199 4.219 -0.1 0.1 -0.3 0.017
C -9.470 1.482 5.026 0.0 0.0 0.8 0.027
N -8.623 2.476 4.289 -0.7 -0.4 -0.9 0.393
O -7.927 1.920 3.365 0.5 0.0 0.1 0.505
C -9.826 1.977 6.436 0.0 0.1 0.0 0.003
C -8.665 0.202 5.203 0.1 -0.1 -0.1 -0.001
C -8.279 4.479 2.923 0.1 0.0 -0.2 -0.001
H -8.800 4.637 5.763 0.0 0.0 0.0 0.001
H -9.623 5.715 4.643 0.0 0.0 -0.1 0.000
H -10.537 4.486 5.476 0.0 0.0 0.0 0.000
H -10.264 2.967 2.089 0.1 0.0 0.0 0.002
H -11.054 4.354 2.818 0.0 0.0 0.0 0.002
H -11.925 2.959 4.653 0.0 0.0 0.0 0.000
H -12.306 2.193 3.133 0.0 0.0 0.0 0.001
H -11.391 0.561 4.817 0.0 0.0 0.0 0.002
H -10.466 0.626 3.326 0.1 0.0 0.0 0.002
H -8.933 2.316 6.963 0.0 0.0 0.0 0.001
H -10.257 1.152 7.002 0.0 -0.1 0.0 0.000
H -10.555 2.780 6.451 0.0 0.0 0.0 0.000
H -8.438 -0.272 4.251 0.0 0.1 0.0 0.000
H -9.249 -0.497 5.801 0.0 0.0 0.0 0.000
H -7.727 0.400 5.724 0.0 0.0 0.0 0.000
H -7.344 4.680 3.449 0.0 0.0 0.0 0.000
H -8.719 5.431 2.627 0.0 0.0 0.0 0.000
H -8.054 3.915 2.022 0.0 0.0 0.0 0.000
C 11.053 -1.580 -0.104 -0.1 0.1 0.0 0.003
C 10.119 -2.387 -1.024 0.4 0.2 0.6 0.026
C 10.858 -2.821 -2.291 0.0 0.0 -0.3 0.017
C 11.123 -1.675 -3.266 -0.1 0.0 0.1 0.001
C 9.830 -0.930 -3.599 0.1 -0.3 -0.1 0.017
C 9.073 -0.452 -2.359 0.1 0.8 0.3 0.027
N 8.905 -1.595 -1.406 0.1 -0.6 -1.0 0.389
O 7.916 -2.349 -1.726 -0.2 0.1 0.3 0.510
C 9.802 0.731 -1.706 0.0 -0.1 0.1 0.003
C 7.688 0.038 -2.751 -0.2 0.0 -0.1 -0.001
C 9.663 -3.609 -0.238 -0.1 -0.2 0.0 -0.001
H 10.482 -0.961 0.589 0.0 0.0 0.0 0.001
H 11.656 -2.268 0.488 0.0 -0.1 0.0 0.000
H 11.751 -0.943 -0.642 0.0 0.0 0.0 0.000
H 10.266 -3.588 -2.799 -0.1 0.0 0.0 0.002
H 11.797 -3.293 -1.994 0.0 0.0 0.0 0.002
H 11.867 -0.986 -2.860 0.0 0.0 0.0 0.000
H 11.554 -2.076 -4.185 0.0 0.0 0.0 0.001
H 10.038 -0.065 -4.232 0.0 0.0 0.0 0.002
H 9.178 -1.594 -4.176 -0.1 0.0 0.1 0.002
H 9.348 0.981 -0.747 0.0 0.0 0.0 0.001
H 9.716 1.601 -2.357 -0.1 0.0 0.0 0.000
H 10.863 0.563 -1.548 0.0 0.0 0.0 0.000
H 7.137 -0.719 -3.298 0.0 0.0 0.0 0.000
H 7.777 0.918 -3.390 0.1 0.0 0.0 0.000
H 7.107 0.318 -1.870 0.0 0.0 0.0 0.000
H 9.092 -3.315 0.644 0.0 0.0 0.0 0.000
H 10.545 -4.159 0.090 0.0 0.0 0.0 0.000
H 9.050 -4.276 -0.838 0.0 0.1 0.0 0.000
```
Forces are in eV/Å.

## Properties
- multiplicity = 3
- LUMO energy (spin up / spin down) (eV) = -2.6 / -2.6
- HOMO level (spin up / spin down) (eV) = -9.7 / -10.8
- charge = +1
- orbital gap (spin up / spin down) (eV) = 7.03 / 8.13

DFT (ωB97M-V/def2-TZVPD) results for 8 unconnected molecules or ions with the total composition C5H26N2O8.

```
41
Properties=species:S:1:pos:R:3:forces:R:3:nbo_charge:R:1
C -3.017 1.224 0.318 1.5 -0.7 -0.3 -0.085
O -3.511 2.470 0.654 1.3 0.5 3.4 -0.692
C -1.453 1.140 0.188 1.1 -0.8 0.8 -0.067
C -0.713 1.056 1.622 -3.3 0.8 3.1 -0.454
C 0.735 0.821 1.728 0.3 -2.0 2.6 -0.295
C 1.671 1.532 1.137 3.0 -1.0 -2.0 0.033
N 3.097 1.158 1.088 0.4 -0.4 -0.5 -0.883
N -1.353 -0.190 -0.526 0.3 0.0 -0.4 -0.931
H -3.261 0.456 1.063 -0.3 0.2 -0.2 0.174
H -3.447 0.954 -0.622 -0.2 -0.3 -0.7 0.180
H -0.993 2.081 -0.357 -1.0 -2.2 0.7 0.197
H -1.035 2.026 2.323 0.7 -1.9 -1.9 0.187
H -1.093 0.184 2.372 -0.2 1.8 -2.4 0.207
H 0.929 -0.076 2.581 0.3 2.5 -2.8 0.205
H 1.477 2.345 0.364 0.0 -1.0 1.6 0.186
H 3.444 0.714 0.197 -1.0 1.7 0.7 0.407
H 3.479 0.404 1.679 -1.2 0.8 0.7 0.362
H -0.446 -0.675 -0.683 -0.5 1.3 0.6 0.377
H -3.097 2.471 1.592 -1.4 1.2 -1.9 0.463
H -1.987 -0.851 -0.035 0.8 0.8 -0.5 0.389
H -0.209 -3.780 1.185 -0.6 -0.5 1.3 0.476
H -0.429 -2.724 0.095 0.0 -0.2 0.2 0.477
O 0.157 -3.429 0.400 0.6 0.7 -1.6 -0.940
H 2.715 -0.583 -0.785 1.8 -1.1 -0.2 0.504
H 3.908 -1.603 -1.339 -0.9 1.2 1.2 0.489
O 3.612 -1.015 -0.587 -0.9 -0.2 -1.4 -0.990
H 2.863 -1.750 1.591 0.4 -0.2 0.1 0.462
H 1.939 -2.768 0.996 1.6 -0.4 1.3 0.485
O 2.745 -2.708 1.619 -2.1 0.3 -1.2 -0.960
H -1.151 3.167 -2.452 0.8 -2.3 -0.6 0.491
H -1.014 1.598 -2.467 -2.6 -4.1 2.2 0.472
O -0.656 2.345 -2.781 1.6 6.3 -1.6 -0.957
H 1.465 0.490 -2.227 -0.8 -1.8 -3.4 0.483
H 1.286 1.864 -1.596 0.0 -0.5 -0.3 0.497
O 1.614 0.961 -1.471 0.8 2.0 3.0 -0.979
H -0.140 -0.550 -3.283 1.1 -0.8 -0.2 0.491
H 1.159 -1.158 -3.936 1.0 -0.1 -2.5 0.479
O 0.696 -1.062 -3.151 -2.2 0.8 2.6 -0.957
H -3.137 -2.247 1.911 0.2 -1.6 3.0 0.476
H -3.668 -2.486 0.480 1.5 2.2 2.0 0.488
O -3.185 -1.805 1.117 -1.9 -1.1 -4.9 -0.946
```
Forces are in eV/Å.

## Properties
- LUMO energy (eV) = -0.1
- energy above the lowest of the compared OMol25 structures with the same formula, charge and spin (eV) = 6.064
- HOMO level (eV) = -8.0
- charge = 0
- orbital gap (eV) = 7.91

DFT (ωB97M-V/def2-TZVPD) results for 2 unconnected molecules or ions with the total composition C9H20SSi.

```
31
Properties=species:S:1:pos:R:3:forces:R:3:nbo_charge:R:1
C -2.541 3.060 1.432 -0.2 -0.7 0.1 -0.419
C -2.212 1.985 0.784 0.2 -2.4 -2.9 -0.173
C -1.351 -2.993 -1.633 2.6 3.5 -1.5 -0.700
C -1.937 -2.195 0.697 -0.1 3.2 -1.1 -0.678
C 3.081 -0.681 0.635 1.6 -0.6 1.7 -0.641
C 3.490 1.573 -0.384 0.5 0.6 -0.1 -0.619
C -1.875 2.125 -0.743 0.8 -5.7 2.3 -0.543
C -0.931 -2.665 -0.225 -2.3 0.6 -2.2 -0.079
C 2.562 0.343 -0.385 -1.3 -0.5 1.2 -0.660
Si 0.662 0.511 0.022 0.0 0.3 0.4 0.854
S -0.092 2.340 -0.914 0.8 -0.5 -0.2 -0.207
H -2.829 2.783 2.395 -0.6 1.0 1.9 0.208
H -2.616 3.989 0.921 0.0 0.9 0.3 0.203
H -2.265 0.940 1.243 0.3 1.6 -0.7 0.213
H -2.124 -2.366 -2.226 1.0 -0.7 1.7 0.218
H -0.358 -2.697 -2.125 -1.3 -0.5 -0.3 0.229
H -1.463 -3.979 -1.925 -0.5 -2.3 -0.1 0.216
H -2.640 -2.976 0.787 -1.1 -1.0 1.0 0.216
H -2.556 -1.315 0.156 1.4 -1.5 1.7 0.200
H -1.293 -1.936 1.557 -1.6 0.3 0.4 0.226
H 3.046 -0.331 1.675 -1.2 0.1 0.1 0.208
H 2.706 -1.756 0.637 0.4 1.5 -0.4 0.224
H 4.201 -0.650 0.698 -0.5 -0.7 -1.2 0.216
H 4.203 1.493 -1.230 -0.1 -0.1 0.6 0.218
H 4.056 1.565 0.590 -0.4 0.2 -1.0 0.210
H 3.072 2.610 -0.510 -0.2 -1.2 0.2 0.224
H -2.346 2.930 -1.075 -1.8 3.7 -1.6 0.207
H -2.276 1.217 -1.361 0.9 1.5 1.1 0.217
H -0.172 -3.171 0.252 2.0 -1.2 0.3 0.169
H 2.497 -0.242 -1.294 0.4 0.5 -0.8 0.231
H 0.299 0.492 1.549 0.5 0.1 -1.0 -0.190
```
Forces are in eV/Å.

## Properties
- LUMO energy (spin up / spin down) (eV) = -0.5 / 0.7
- energy above the lowest of the compared OMol25 structures with the same formula, charge and spin (eV) = 4.824
- HOMO level (spin up / spin down) (eV) = -7.6 / -7.1
- charge = 0
- orbital gap (spin up / spin down) (eV) = 7.07 / 7.83

DFT (ωB97M-V/def2-TZVPD) results for 2 unconnected molecules or ions with the total composition C12H12.

```
24
Properties=species:S:1:pos:R:3:forces:R:3:nbo_charge:R:1
C 2.646 -0.455 -1.284 -1.6 -1.0 -1.2 -0.222
C 3.216 0.749 -0.948 -0.2 4.3 -0.1 -0.233
C 3.341 1.140 0.392 -0.9 -2.5 0.2 -0.201
C 2.902 0.331 1.499 2.0 3.0 -0.8 -0.233
C 2.505 -0.939 1.134 -1.1 -2.0 0.8 -0.220
C 2.404 -1.346 -0.248 0.0 -1.0 1.4 -0.216
C -1.928 0.681 -1.032 -0.9 1.2 0.9 -0.223
C -1.921 -0.716 -0.910 -1.2 0.9 0.9 -0.211
C -2.841 -1.347 -0.040 0.8 1.5 -2.1 -0.213
C -3.804 -0.578 0.610 1.3 -0.2 2.8 -0.221
C -3.718 0.851 0.737 2.5 -3.4 -4.6 -0.202
C -2.839 1.469 -0.246 -1.1 -0.2 2.3 -0.213
H 2.119 -0.721 -2.267 1.7 0.5 1.1 0.225
H 3.364 1.786 -1.560 -0.3 -3.3 0.4 0.222
H 3.732 2.100 0.490 0.5 1.5 0.8 0.200
H 3.098 0.935 2.498 -1.0 -2.3 -1.7 0.239
H 2.130 -1.663 1.949 0.8 1.1 -1.5 0.220
H 2.155 -2.430 -0.506 0.0 1.7 0.6 0.220
H -1.210 1.275 -1.617 -0.3 -0.7 0.0 0.222
H -1.267 -1.389 -1.417 0.8 0.1 -0.5 0.211
H -2.664 -2.414 -0.033 -0.9 -0.2 0.6 0.215
H -4.256 -1.159 1.436 -0.6 0.6 -0.6 0.204
H -4.254 1.249 1.521 -1.1 1.6 1.1 0.214
H -2.910 2.592 -0.159 0.8 -1.3 -0.8 0.218
```
Forces are in eV/Å.

## Properties
- LUMO energy (eV) = 0.9
- energy above the lowest of the compared OMol25 structures with the same formula, charge and spin (eV) = 3.126
- HOMO level (eV) = -9.1
- charge = 0
- orbital gap (eV) = 9.99

DFT (ωB97M-V/def2-TZVPD) results for 3 unconnected molecules or ions with the total composition C2H9NO3.

```
15
Properties=species:S:1:pos:R:3:forces:R:3:nbo_charge:R:1
C 2.008 -0.834 -0.111 -0.3 -2.3 -1.1 0.532
N 2.466 0.190 -0.926 0.9 -0.5 1.7 -0.653
C 1.820 1.508 -0.823 2.3 0.9 -2.2 -0.427
O 1.155 -0.777 0.745 0.4 0.6 -0.5 -0.579
H 2.329 -1.905 -0.501 0.2 1.8 0.8 0.102
H 3.502 0.209 -1.059 -1.5 -0.3 0.0 0.397
H 1.026 1.419 -1.570 -0.1 0.7 0.2 0.207
H 2.734 2.147 -1.309 -2.8 -0.6 1.5 0.199
H 1.377 1.863 0.135 1.0 -0.5 -0.5 0.221
H -1.823 1.811 3.974 -0.9 2.7 3.9 0.459
H -0.924 1.846 2.722 -1.3 -0.8 1.2 0.473
O -1.614 1.347 3.246 2.2 -1.9 -5.1 -0.931
H -4.597 -2.128 -3.068 0.1 1.0 1.9 0.469
H -3.720 -1.991 -1.766 -1.2 0.5 -0.6 0.472
O -4.558 -1.651 -2.175 1.1 -1.5 -1.4 -0.941
```
Forces are in eV/Å.

## Properties
- LUMO energy (eV) = 0.7
- energy above the lowest of the compared OMol25 structures with the same formula, charge and spin (eV) = 2.420
- HOMO level (eV) = -10.1
- charge = 0
- orbital gap (eV) = 10.78

Largest force on an atom for the records above, in order: 1.3 1.2 6.7 6.2 6.3 5.9 eV Å⁻¹